Molecular formula: C4H3NOS2
Method: DFT, ωB97M-V with the def2-TZVPD basis set

Geometry (Å):
O1 -2.064 1.739 -0.125
C1 -0.810 1.735 0.268
C2 0.081 0.656 0.004
S1 1.745 0.838 -0.138
N1 2.116 -0.685 0.169
C3 1.080 -1.528 0.055
C4 -0.121 -0.836 0.045
S2 -1.649 -1.460 -0.019
H1 -2.312 0.727 -0.092
H2 -0.195 2.620 0.463
H3 1.301 -2.676 -0.275

Calculated values
frontier orbital gap = 6.42 eV
total charge = 0
energy above the lowest of the compared OMol25 structures with the same formula, charge and spin = 2.534 eV
SMILES string = O/C=C1/SN=CC1=S
calculated total energy = -29401.7975 eV

Löwdin charges, unit e, in atom order:
1 O 0.044
2 C -0.161
3 C -0.540
4 S 0.994
5 N -0.315
6 C -0.275
7 C -0.809
8 S 0.698
9 H 0.065
10 H 0.121
11 H 0.177